Entry 1:
ORCA calculation (ωB97M-V/def2-TZVPD) on a 2-piece molecular cluster, C13H14NO overall.

Summary:
Multiplicity: 1
Highest occupied orbital energy (eV): -11.67
Strongest force on any atom (eV Å⁻¹): 1.0
Net charge: +1

Structure (XYZ):
```
29
Properties=species:S:1:pos:R:3:mulliken_charge:R:1
C -1.7687 -1.9535 0.1731 0.015
C -0.9177 -2.9501 0.6277 -0.083
C -0.3920 -4.0314 -0.0699 -0.274
C -0.5731 -4.3792 -1.4030 -0.213
C -1.3384 -3.7331 -2.3657 -0.260
C -2.1241 -2.5959 -2.2215 -0.200
C -2.3257 -1.8127 -1.0914 -0.193
H -2.0467 -1.1924 0.9083 0.214
H -0.6204 -2.8723 1.6788 0.315
H 0.2570 -4.6980 0.5087 0.329
H -0.0430 -5.2778 -1.7377 0.328
H -1.3256 -4.1809 -3.3653 0.323
H -2.6584 -2.2735 -3.1219 0.330
H -3.0102 -0.9670 -1.2157 0.330
C 2.6442 4.8819 0.3267 -0.782
O 1.6078 4.4443 1.2419 -0.385
C 1.1411 3.1687 1.1295 0.930
C 0.1408 2.7697 2.0458 -0.591
C -0.3579 1.4725 1.9477 -0.281
N 0.0514 0.5936 1.0219 -0.325
C 1.0096 0.9684 0.1650 -0.526
C 1.5928 2.2436 0.1621 -0.330
H 2.8273 5.9078 0.6424 0.230
H 3.5617 4.2828 0.4293 0.339
H 2.3024 4.8611 -0.7192 0.337
H -0.2241 3.4649 2.7981 0.399
H -1.1233 1.1269 2.6463 0.337
H 1.3493 0.2338 -0.5689 0.327
H 2.3639 2.4980 -0.5733 0.358
```

Entry 2:
ORCA calculation (ωB97M-V/def2-TZVPD) on C13H15AgN4OS as an isolated structure.

Summary:
Multiplicity: 1
Highest occupied orbital energy (eV): -7.04
Strongest force on any atom (eV Å⁻¹): 1.0
Net charge: 0

Structure (XYZ):
```
35
Properties=species:S:1:pos:R:3:mulliken_charge:R:1
Ag -1.9857 -0.8932 0.1275 0.282
C -2.8078 0.9456 -3.9865 -1.253
C -2.1340 0.8677 -2.6373 0.726
O -2.7136 0.4794 -1.6376 -0.566
N -0.8512 1.2846 -2.6550 -0.074
C 0.0621 1.1154 -1.5414 -1.116
C 0.7826 -0.2051 -1.6571 0.983
C 2.0927 -0.2930 -2.1086 -0.702
C 2.6581 -1.5478 -2.2721 -0.323
C 1.8972 -2.6645 -1.9683 -0.590
C 0.6059 -2.4792 -1.5013 -0.343
N 0.0526 -1.2819 -1.3700 -0.017
H -3.8861 0.9375 -3.8619 0.351
H -2.5197 0.0616 -4.5526 0.286
H -2.5037 1.8324 -4.5363 0.353
H -0.4267 1.4516 -3.5545 0.254
H -0.5464 1.1003 -0.6292 0.174
H 0.7626 1.9533 -1.5185 0.467
H 2.6574 0.6027 -2.3218 0.375
H 3.6671 -1.6439 -2.6418 0.402
H 2.2992 -3.6573 -2.0831 0.391
H -0.0154 -3.3219 -1.2353 0.396
C 1.5629 0.2942 5.3555 -1.143
C 0.5423 0.3201 4.2600 0.974
C -0.1001 1.4984 3.8690 -0.727
C -0.9416 1.4037 2.7753 -0.277
N -1.1571 0.2703 2.1306 -0.364
C -0.5488 -0.8418 2.6220 0.424
S -0.9061 -2.3161 1.8639 -0.509
N 0.2965 -0.8233 3.6519 -0.543
H 1.3979 1.0834 6.0865 0.349
H 2.5564 0.4337 4.9253 0.243
H 1.5427 -0.6758 5.8438 0.345
H 0.0689 2.4359 4.3731 0.355
H -1.4611 2.2729 2.3861 0.415
```

Entry 3:
ORCA calculation (ωB97M-V/def2-TZVPD) on C13H15AlNTe as an isolated structure in a non-equilibrium geometry.

Summary:
Multiplicity: 1
Highest occupied orbital energy (eV): -3.69
Strongest force on any atom (eV Å⁻¹): 4.5
Net charge: -1

Structure (XYZ):
```
31
Properties=species:S:1:pos:R:3:mulliken_charge:R:1
C -0.3783 1.0891 -3.6053 -0.815
C 0.9897 1.4394 -3.5182 -0.534
C 1.2022 2.1958 -2.3346 -0.544
C -0.0365 2.3297 -1.6507 -0.498
C -1.0647 1.6964 -2.4792 -0.190
Al -0.5898 0.0487 -1.3503 -0.064
N -1.8422 -1.0704 -2.1168 -0.628
C -0.5011 -1.9728 -1.9359 -0.516
C 0.7757 -1.3213 -1.4942 -0.591
H 2.1315 2.6859 -2.0584 0.427
H 1.7445 1.2434 -4.2772 0.435
H -0.2423 2.9605 -0.7855 0.496
H -2.1354 1.9012 -2.4061 0.527
H -0.8718 0.6070 -4.4475 0.452
H 1.4992 -1.2335 -2.3052 0.305
H -0.7329 -2.8381 -1.2870 0.345
H -2.5442 -1.5315 -1.5230 0.264
H 1.2078 -1.7823 -0.6066 0.347
H -0.3488 -2.4357 -2.9257 0.201
Te -1.8103 0.4610 0.8948 0.005
C -0.5389 0.0169 2.5269 0.112
C -1.0834 0.2034 3.8189 -0.606
C -0.3408 -0.1818 4.9419 -0.405
C 0.9414 -0.7338 4.7860 -0.430
C 1.4863 -0.8883 3.5052 -0.495
C 0.7613 -0.5032 2.3661 -0.098
H -2.0820 0.6303 3.9148 0.306
H -0.7615 -0.0544 5.9394 0.321
H 1.5117 -1.0395 5.6655 0.326
H 2.4853 -1.3135 3.3890 0.336
H 1.1683 -0.6086 1.3593 0.209
```

Entry 4:
ORCA calculation (ωB97M-V/def2-TZVPD) on C13H15Br12N2O3 as an isolated structure in a non-equilibrium geometry.

Summary:
Multiplicity: 1
Highest occupied orbital energy (eV): -12.07
Strongest force on any atom (eV Å⁻¹): 1.7
Net charge: +1

Structure (XYZ):
```
45
Properties=species:S:1:pos:R:3:mulliken_charge:R:1
C 0.7464 -1.1017 3.3675 -1.178
C 0.3793 -0.7200 1.9831 0.561
C 1.2430 0.2425 1.2698 -0.885
N -0.6561 -1.2830 1.4319 -0.423
C -1.7359 -0.6581 1.0057 0.031
C -2.0171 0.7265 1.0841 -0.214
C -3.1738 1.2505 0.5785 0.087
C -3.4025 2.7360 0.6879 0.036
O -4.4797 3.2391 0.7456 -0.462
O -2.2281 3.4217 0.7118 -0.370
C -4.1367 0.4031 -0.0324 0.390
O -5.3048 0.8862 -0.5303 -0.513
C -3.8638 -0.9293 -0.0716 -0.384
N -2.7079 -1.4199 0.4404 0.080
H 0.3647 -2.0933 3.5886 0.191
H 0.3519 -0.3571 4.0589 0.278
H 1.8320 -1.1387 3.4548 0.468
H 2.0647 -0.2551 0.7575 0.379
H 1.6373 0.9491 1.9998 0.423
H 0.6724 0.8127 0.5394 0.191
H -1.3058 1.3881 1.5500 0.717
H -2.3073 4.1329 1.3633 0.334
H -5.3129 0.8207 -1.4916 0.351
H -4.5566 -1.6265 -0.5140 0.458
H -2.5457 -2.4162 0.3937 0.344
C 2.6709 3.0214 -1.6242 -0.062
Br 2.9227 1.1126 -1.6946 0.083
Br 1.1360 3.5090 -0.5638 -0.010
Br 4.2551 3.9168 -1.0301 0.015
H 2.4634 3.3453 -2.6352 0.021
C 1.1241 -2.6797 -2.8837 -0.379
Br 0.7988 -1.2766 -4.1499 0.026
Br 2.9352 -2.7082 -2.2552 -0.034
Br -0.1135 -2.5611 -1.4084 0.040
H 0.9442 -3.6188 -3.3860 0.383
C 1.7466 -5.3728 4.7850 -0.344
Br 1.1038 -6.7481 5.9488 0.008
Br 0.6289 -5.1714 3.2262 -0.021
Br 1.9458 -3.6946 5.7052 -0.019
H 2.7259 -5.6654 4.4368 0.397
C 2.6804 3.5188 -6.2910 -0.397
Br 1.1176 4.6322 -6.3256 0.012
Br 4.0171 4.2171 -5.1004 0.003
Br 2.2390 1.7005 -5.8406 0.026
H 3.1010 3.5125 -7.2857 0.363
```

Entry 5:
ORCA calculation (ωB97M-V/def2-TZVPD) on an isolated ion of composition C13H15Cl2N2O6S and charge -1 in a non-equilibrium geometry.

Summary:
SMILES: CCOC(=O)N(/N=C(/[O-])OCC)[C@@H](Cl)S(=O)(=O)c1ccc(Cl)cc1
Multiplicity: 1
Highest occupied orbital energy (eV): -3.61
Strongest force on any atom (eV Å⁻¹): 5.0
Net charge: -1

Structure (XYZ):
```
39
Properties=species:S:1:pos:R:3:mulliken_charge:R:1
C -0.3226 -0.2976 4.4099 -1.152
C -0.6873 0.6565 3.3099 -0.188
O 0.0444 0.1828 2.0984 -0.296
C 0.1466 1.1669 1.2223 0.367
O -0.2839 2.2921 1.3866 -0.562
N 0.8532 0.7435 -0.0311 0.476
N 1.2509 1.8645 -0.5417 -0.805
C 2.5930 2.1865 -0.6093 0.562
O 2.8396 3.3190 -1.0098 -0.739
O 3.5136 1.2906 -0.2940 -0.265
C 4.8343 1.7752 -0.6936 -0.260
C 5.8526 0.8548 -0.0922 -1.142
C 0.0037 0.2400 -1.5666 -0.188
Cl 1.1448 0.6037 -2.8097 -0.114
S -0.6028 -1.5146 -1.6864 1.319
O -0.1050 -2.2550 -0.5580 -0.610
O -0.3405 -1.9414 -3.0416 -0.726
C -2.4416 -1.5516 -1.6235 -0.075
C -3.0597 -1.6391 -0.3773 -0.269
C -4.4473 -1.7984 -0.2841 -0.629
C -5.2246 -1.8786 -1.4509 0.319
Cl -6.9307 -2.0848 -1.3307 -0.227
C -4.6030 -1.7994 -2.7051 -0.569
C -3.2133 -1.6385 -2.7911 -0.299
H -1.1017 -0.2613 5.1708 0.368
H -0.2106 -1.3156 4.0247 0.303
H 0.6163 0.0132 4.8716 0.288
H -0.3626 1.6905 3.5250 0.351
H -1.7637 0.6296 3.0741 0.256
H 4.9319 2.7944 -0.2997 0.317
H 4.8677 1.7782 -1.7849 0.266
H 6.7863 0.9859 -0.6354 0.366
H 6.0517 1.1253 0.9437 0.285
H 5.5706 -0.1970 -0.1353 0.305
H -0.8474 0.9122 -1.5265 0.366
H -2.4566 -1.5974 0.5317 0.450
H -4.9291 -1.8742 0.6885 0.376
H -5.2213 -1.8773 -3.6043 0.366
H -2.7460 -1.5835 -3.7746 0.407
```

Entry 6:
ORCA calculation (ωB97M-V/def2-TZVPD) on a 2-piece molecular cluster, C13H15F6IN5O7S overall in a non-equilibrium geometry.

Summary:
Multiplicity: 1
Highest occupied orbital energy (eV): -10.30
Strongest force on any atom (eV Å⁻¹): 4.0
Net charge: +1

Structure (XYZ):
```
48
Properties=species:S:1:pos:R:3:mulliken_charge:R:1
N 2.1059 -1.4541 -0.5493 -0.339
C 1.4568 -0.2270 -0.3997 -0.119
N 0.2367 -0.2828 0.1354 -0.137
C -0.1334 1.0705 0.1755 0.463
N -1.3294 1.3822 0.6315 -0.508
I -2.2265 3.2133 0.7481 0.314
C -2.1776 0.2419 1.1112 -0.490
C -2.8405 -0.5432 -0.0762 -0.150
C -3.7883 -1.5834 0.5100 0.299
F -4.5272 -1.2283 1.6121 -0.288
C -3.9700 -2.8438 -0.0434 0.128
F -3.1473 -3.8492 0.2167 -0.121
F -4.9266 -3.1476 -0.8957 -0.187
N 0.8265 1.9318 -0.2825 0.375
C 0.9776 3.3769 -0.4098 -1.161
C 0.2572 3.9683 -1.6542 -0.327
O 0.0614 5.3791 -1.4812 -0.295
C -1.1562 5.7777 -2.0082 0.118
O -2.1677 5.7697 -1.4133 -0.352
N 1.8169 1.0633 -0.6854 -0.018
S 3.3195 1.3230 -1.4277 1.159
O 4.3135 1.1113 -0.4278 -0.628
O 3.4504 2.5681 -2.1083 -0.602
C 3.6940 0.0289 -2.7549 0.687
F 4.4230 -0.9615 -2.2991 -0.176
F 2.5590 -0.3688 -3.3524 -0.232
F 4.4034 0.6314 -3.6893 -0.190
H 2.1099 -1.8076 -1.5038 0.284
H 3.0614 -1.4136 -0.1833 0.380
H -1.6481 -0.4184 1.8195 0.190
H -3.0357 0.6527 1.6780 0.368
H -2.0697 -1.0996 -0.6469 0.288
H -3.4460 0.1287 -0.7181 0.227
H 2.0316 3.7161 -0.4676 0.572
H 0.6339 3.8298 0.5409 0.417
H 0.8983 3.8280 -2.5519 0.256
H -0.7240 3.4798 -1.8327 0.429
H -1.1591 6.1223 -3.0665 0.393
C 0.2619 -4.8792 3.0382 -0.346
C 0.6485 -3.9575 1.9103 -0.343
O -0.1508 -2.8025 2.1633 -0.140
C -0.4576 -2.8007 3.4879 0.563
O -0.9716 -1.8868 4.0497 -0.524
O -0.1025 -3.9679 4.0759 -0.359
H 1.0809 -5.5215 3.3555 0.316
H -0.6023 -5.5010 2.7946 0.258
H 1.7028 -3.6725 1.9445 0.235
H 0.4275 -4.3765 0.9302 0.313
```

Entry 7:
ORCA calculation (ωB97M-V/def2-TZVPD) on one molecule with the formula C13H15FN2 in a non-equilibrium geometry.

Summary:
SMILES: Fc1ccc2c(c1)C[C@@H](C[C@@H]1CNC=N1)C2
Multiplicity: 1
Highest occupied orbital energy (eV): -8.31
Strongest force on any atom (eV Å⁻¹): 6.5
Net charge: 0

Structure (XYZ):
```
31
Properties=species:S:1:pos:R:3:mulliken_charge:R:1
F 0.9886 -5.2176 2.4791 -0.313
C 0.9356 -4.2832 1.5265 -0.057
C 0.7468 -4.5037 0.1534 -0.293
C 0.6426 -3.5826 -0.7639 -0.936
C 0.6657 -2.3011 -0.4285 0.951
C 0.9853 -1.9094 0.8713 0.152
C 1.1880 -2.9505 1.7875 -0.407
C 0.9518 -0.4114 0.9142 -1.496
C 0.0841 0.0525 -0.2540 0.785
C 0.2831 1.4680 -0.8469 -1.153
C -0.2234 2.7081 -0.1524 0.609
C -1.7019 2.7265 0.0441 -0.450
N -2.1763 4.0943 -0.2526 -0.290
C -1.1023 4.8351 -0.6601 -0.108
N -0.0191 4.0364 -0.7289 -0.842
C 0.2825 -1.1182 -1.3102 -1.135
H 0.5183 -5.5096 -0.1611 0.333
H 0.3624 -3.7807 -1.7428 0.499
H 1.5124 -2.6777 2.7541 0.495
H 1.9607 -0.1003 0.9194 0.396
H 0.4606 -0.0773 1.7179 0.534
H -0.9835 0.0559 0.0470 0.176
H -0.0695 1.4299 -1.9403 0.183
H 1.3427 1.5557 -0.8132 0.350
H 0.1664 2.7248 0.9241 0.242
H -1.9053 2.4959 1.1357 0.242
H -2.3567 2.0837 -0.6107 0.238
H -2.9808 4.4868 0.2191 0.232
H -1.0943 5.9033 -0.9021 0.397
H 1.1567 -0.8696 -2.0334 0.287
H -0.6212 -1.3640 -1.8924 0.380
```

Entry 8:
ORCA calculation (ωB97M-V/def2-TZVPD) on C13H15N2OReS3 as an isolated structure in a non-equilibrium geometry.

Summary:
Multiplicity: 2
Highest occupied orbital energy (alpha / beta) (eV): -10.31 / -10.49
Strongest force on any atom (eV Å⁻¹): 3.2
Net charge: +1

Structure (XYZ):
```
35
Properties=species:S:1:pos:R:3:mulliken_charge:R:1
Re 0.3355 -0.1041 1.0277 0.689
S 1.8361 -1.7802 0.6466 -0.284
C 0.9007 -3.2366 0.3901 0.625
C 1.5488 -4.4580 0.1898 -0.635
C 0.8138 -5.5782 -0.1347 -0.543
C -0.5720 -5.4897 -0.2836 -0.520
C -1.2213 -4.2949 -0.0536 -0.585
C -0.4882 -3.1620 0.3164 0.514
S -1.3203 -1.6761 0.6880 -0.271
H 2.6267 -4.5123 0.2871 0.399
H 1.3194 -6.5226 -0.2858 0.374
H -1.1448 -6.3579 -0.5835 0.374
H -2.2957 -4.2111 -0.1643 0.408
C -1.5616 0.8842 3.2809 -0.647
O -0.5747 0.9398 2.2554 -0.561
H -1.0837 0.9220 4.2577 0.259
H -2.1539 -0.0279 3.2091 0.275
H -2.2168 1.7468 3.1811 0.269
C 5.1032 3.2382 -1.3884 -1.415
C 4.0157 2.6319 -0.5705 0.821
C 4.0857 2.3999 0.7732 -0.878
C 3.0180 1.7565 1.4174 0.929
N 1.9514 1.3636 0.7134 -0.108
C 1.8598 1.6134 -0.5938 0.255
S 0.4826 1.0444 -1.3718 -0.344
N 2.8769 2.2604 -1.2128 -0.001
C 3.0308 1.5095 2.8823 -1.268
H 5.9459 3.5144 -0.7620 0.356
H 4.7463 4.1235 -1.9185 0.387
H 5.4459 2.5187 -2.1354 0.376
H 4.9636 2.6943 1.3285 0.425
H 2.7795 2.4171 -2.2085 0.296
H 4.0151 1.1788 3.2126 0.414
H 2.2807 0.7727 3.1552 0.283
H 2.8033 2.4430 3.4034 0.330
```